No. 1
This record from the OMol25 dataset describes a cluster of 2 separate species, C11H20NO in total at a distorted geometry. The level of theory is ωB97M-V/def2-TZVPD.

Gap between HOMO and LUMO (alpha / beta) in eV: 5.810 / 5.809
Strongest force on any atom in eV/Å: 4.3
Net charge: +1
HOMO energy (alpha / beta) in eV: -11.5 / -11.5
Multiplicity: 1

```
33
C11H20NO ωB97M-V/def2-TZVPD
C 1.995 -1.403 0.591
C 0.880 -0.783 0.078
C 2.777 -2.685 0.498
C 2.764 -0.947 1.833
C 3.767 -2.058 1.521
C -3.210 2.997 -0.530
C -2.210 3.419 0.560
C -2.439 1.530 -0.426
C -1.746 2.021 0.822
C -0.122 -1.925 -3.303
C 0.703 -1.903 -2.110
N -2.191 1.529 2.151
O 0.246 -1.263 -1.073
H 2.212 -3.599 0.677
H 3.305 -2.741 -0.487
H 3.152 0.167 1.717
H 2.284 -1.274 2.793
H 4.029 -2.661 2.447
H 4.812 -1.857 1.081
H -4.245 2.849 -0.139
H -3.153 3.320 -1.531
H -1.456 4.027 0.074
H -2.732 4.033 1.349
H -3.011 0.642 -0.313
H -1.660 1.396 -1.178
H -1.203 -2.001 -3.058
H -0.021 -1.156 -4.088
H 0.146 -2.802 -3.848
H -0.577 1.770 0.817
H 1.814 -2.265 -2.220
H -3.142 1.147 2.148
H -2.221 2.317 2.768
H 0.453 0.158 0.377
```

***

No. 2
This record from the OMol25 dataset describes a structure of composition C30H24Cl5CoF3S3Sb. The level of theory is ωB97M-V/def2-TZVPD.

Gap between HOMO and LUMO (alpha / beta) in eV: 8.025 / 8.394
Strongest force on any atom in eV/Å: 0.9
Net charge: +1
⟨S²⟩: 0.80
HOMO energy (alpha / beta) in eV: -11.1 / -11.0
Multiplicity: 2

```
67
C30H24Cl5CoF3S3Sb ωB97M-V/def2-TZVPD
Co 0.026 0.198 -0.330
C 0.643 2.984 1.028
C 1.444 2.096 1.956
S 1.714 0.468 1.194
C 1.312 -0.680 2.537
C -0.128 -0.632 3.028
S -1.295 -0.799 1.638
C -2.448 0.540 2.016
C -1.840 1.944 2.000
S -0.915 2.249 0.466
H 1.185 3.171 0.097
H 0.445 3.955 1.484
H 0.937 1.966 2.912
H 2.411 2.551 2.167
H 2.018 -0.525 3.353
H 1.533 -1.661 2.111
H -0.333 0.298 3.557
H -0.294 -1.445 3.734
H -2.918 0.354 2.983
H -3.238 0.458 1.268
H -1.185 2.109 2.854
H -2.644 2.676 2.070
Cl -1.254 -2.330 -1.372
C 0.442 -2.253 -1.718
C 1.098 -1.097 -1.298
C 2.415 -0.977 -1.750
Cl 3.248 0.539 -1.592
C 3.058 -1.980 -2.479
Cl 4.674 -1.772 -3.029
C 2.367 -3.138 -2.822
Cl 3.123 -4.360 -3.755
C 1.025 -3.268 -2.462
Cl 0.121 -4.637 -2.963
F 1.570 6.850 -3.876
C 1.132 5.612 -3.619
C -0.208 5.422 -3.334
C -0.650 4.135 -3.071
C 0.232 3.058 -3.092
C 1.577 3.287 -3.372
C 2.036 4.565 -3.644
Sb -0.499 1.122 -2.633
C -0.003 -0.113 -4.270
C 1.309 -0.179 -4.730
C 1.671 -1.085 -5.712
C 0.696 -1.927 -6.220
F 1.036 -2.815 -7.160
C -0.618 -1.881 -5.788
C -0.961 -0.965 -4.808
C -2.577 1.383 -2.930
C -3.485 0.988 -1.957
C -4.849 1.124 -2.152
C -5.287 1.663 -3.347
F -6.601 1.802 -3.548
C -4.412 2.056 -4.347
C -3.053 1.909 -4.129
H -0.882 6.267 -3.326
H -1.700 3.984 -2.849
H 2.290 2.474 -3.382
H 3.074 4.758 -3.873
H 2.076 0.471 -4.326
H 2.686 -1.156 -6.078
H -1.346 -2.558 -6.213
H -1.985 -0.937 -4.455
H -3.126 0.543 -1.034
H -5.572 0.815 -1.409
H -4.801 2.462 -5.270
H -2.362 2.208 -4.909
```